# 1
ORCA calculation (wB97M-V/def2-TZVPD) on a 5-piece molecular cluster, CH12N2O4 overall at a distorted geometry.

XYZ file:
```
19
Properties=species:S:1:pos:R:3:forces:R:3:lowdin_charge:R:1
N 0.9243 -0.2982 -1.5436 0.7 2.7 -1.1 0.024
C 0.5106 -1.5823 -1.5401 -3.3 -0.4 0.2 -0.414
N -0.6039 -1.9034 -2.1976 2.9 -1.9 2.9 0.016
H 0.3880 0.4104 -2.1247 0.9 -1.7 0.9 0.126
H 1.9071 -0.0290 -1.4289 -0.8 -0.5 0.1 0.084
H 0.9158 -2.1952 -0.6714 0.0 0.5 -1.5 0.126
H -0.7582 -2.8590 -1.7331 -0.5 1.4 -1.5 0.040
H -4.5662 1.7442 -1.6144 0.2 -0.1 -0.5 0.021
H -3.8105 1.7512 -0.2450 -1.6 0.0 -0.9 0.067
O -4.7117 1.7996 -0.6754 1.3 0.0 1.5 -0.074
H 5.7828 -0.5214 2.7744 0.9 -1.0 -0.8 0.002
H 5.7376 -0.2079 4.2976 0.3 -0.3 0.1 0.031
O 5.3890 0.0049 3.4359 -1.3 1.3 0.7 -0.035
H 4.3710 1.7548 -0.0214 -1.5 0.6 0.2 0.005
H 4.9813 0.3276 0.0588 -0.3 0.4 0.0 0.034
O 5.1654 1.2677 -0.0613 1.7 -1.0 -0.2 -0.038
H -7.1099 -0.3843 1.6571 1.3 -0.7 2.2 -0.019
H -7.0531 0.9072 0.7235 -0.4 -1.8 0.7 0.060
O -7.4595 0.0131 0.9095 -0.9 2.5 -2.9 -0.056
```
Positions in Å, forces in eV/Å.

As for the net charge: 0. For the energy above the lowest of the compared OMol25 structures with the same formula, charge and spin, the calculation gives 215.9 kJ/mol. Its molecular weight is 116.117 g mol⁻¹. The total energy is -12400.6038 eV. As for the SMILES: [H]/N=C/N.O.O.O.O.



# 2
ORCA calculation (wB97M-V/def2-TZVPD) on a 5-piece molecular cluster, CH12N2O4 overall at a distorted geometry.

XYZ file:
```
19
Properties=species:S:1:pos:R:3:forces:R:3:lowdin_charge:R:1
N 0.8202 1.9559 -1.8087 0.7 -0.2 0.4 0.267
C 1.2708 2.4517 -0.6241 -0.9 -1.9 -1.9 -0.190
N 0.8927 3.5587 -0.1230 0.6 1.7 0.5 0.276
H 0.6584 0.9505 -1.9485 0.3 -0.4 0.5 0.100
H 0.8072 2.4354 -2.7092 -0.4 0.8 0.6 0.165
H 1.8521 1.7413 -0.0182 -0.3 -0.1 0.0 0.169
H 1.5328 3.9312 0.5934 -0.3 -0.1 -0.1 0.123
H -0.0270 -1.2644 -1.1802 0.6 0.7 -0.2 0.021
H -1.3650 -1.0671 -1.7697 0.0 0.7 -0.4 0.066
O -0.5371 -0.5727 -1.6545 -0.3 -1.1 0.5 -0.077
H 2.2592 -1.1803 0.2216 0.3 0.0 -0.3 0.041
H 1.1725 -2.1531 0.4152 0.1 0.0 -0.5 0.024
O 1.6919 -1.7423 -0.3166 -0.5 -0.1 0.9 -0.072
H -0.2624 -1.4805 2.4983 0.0 0.0 0.2 0.057
H -0.9525 -2.5160 1.6471 -0.5 -0.3 0.0 0.040
O -0.0853 -2.1891 1.8735 0.4 0.2 -0.1 -0.034
H -3.6405 -1.4385 1.2283 -0.5 -0.4 0.7 0.049
H -2.7977 -0.3622 1.6228 0.5 0.9 0.4 0.020
O -3.2901 -1.0585 2.0525 0.0 -0.4 -1.1 -0.046
```
Positions in Å, forces in eV/Å.

As for the net charge: +1. For the energy above the lowest of the compared OMol25 structures with the same formula, charge and spin, the calculation gives 69.9 kJ/mol. Its molecular weight is 116.117 g mol⁻¹. The total energy is -12392.6357 eV. Its expectation value of S² is 0.783. Its spin multiplicity is 2.



# 3
ORCA calculation (wB97M-V/def2-TZVPD) on CH12N2O5 as an isolated structure at a distorted geometry.

XYZ file:
```
20
Properties=species:S:1:pos:R:3:forces:R:3:lowdin_charge:R:1
N -0.5212 0.6169 -2.6546 -0.6 -1.3 -0.6 0.143
C -0.3398 0.2577 -1.2084 -0.2 4.6 -1.5 -0.562
N 1.0365 0.2911 -0.9191 -1.3 -1.2 2.0 0.259
O -1.1873 0.9852 -0.5191 0.6 -1.8 -1.0 0.100
H -0.3834 -0.1751 -3.2748 0.0 0.1 0.0 0.090
H 0.0727 1.3811 -2.9525 0.3 -0.1 0.4 0.089
H -0.6227 -0.8474 -1.1393 0.2 -2.0 0.5 0.210
H 1.1577 0.5811 0.0658 0.6 0.3 -0.2 0.090
H 0.5862 -3.2845 -0.3222 -0.1 0.1 -0.1 0.009
H 1.3869 -0.6688 -0.9893 0.6 -0.3 -0.3 0.092
O 0.5468 -2.3168 -0.3298 -0.3 1.1 -1.0 -0.197
H -1.2249 -1.4470 2.0579 0.1 0.1 0.0 0.039
H -0.6445 -1.6965 0.6410 -0.2 0.0 0.7 -0.040
O -1.3540 -1.2157 1.1347 -0.1 -0.2 -0.1 -0.092
H 2.2172 0.3207 2.5676 0.4 -0.2 0.2 0.026
H 0.8578 0.6420 2.0313 -0.1 -0.5 0.3 -0.028
O 1.4110 -0.1313 2.3140 0.0 0.4 -0.2 -0.098
H -0.6151 1.4481 0.4227 0.6 0.9 2.2 -0.009
H -0.1108 2.6991 1.6512 -0.1 -0.4 -0.3 0.051
O 0.1168 1.8547 1.2382 -0.4 0.3 -0.8 -0.168
```
Positions in Å, forces in eV/Å.

As for the net charge: 0. For the energy above the lowest of the compared OMol25 structures with the same formula, charge and spin, the calculation gives 805.8 kJ/mol. Its molecular weight is 132.116 g mol⁻¹. The total energy is -14442.5485 eV.



# 4
ORCA calculation (wB97M-V/def2-TZVPD) on a 4-piece molecular cluster, CH12N3O3 overall at a distorted geometry.

XYZ file:
```
19
Properties=species:S:1:pos:R:3:forces:R:3:lowdin_charge:R:1
N 0.4235 -0.9735 -2.1224 0.5 0.2 -0.6 0.200
C 0.5561 -0.2739 -0.9808 0.5 -1.4 -0.2 -0.473
N 0.0054 0.8994 -0.7447 0.3 -0.4 -0.1 0.220
N 1.2688 -0.8797 -0.0379 0.0 0.3 1.3 0.207
H 0.1852 -0.5334 -2.9949 -0.5 0.4 0.1 0.128
H 1.0901 -1.7303 -2.2869 -0.3 0.0 0.5 0.085
H 0.1508 1.3157 0.1763 -0.1 0.3 -0.1 0.079
H -0.2440 1.4407 -1.5408 -0.4 0.6 -0.2 0.129
H 1.3077 -0.4782 0.8872 0.0 0.2 -0.1 0.119
H 1.5314 -1.8487 -0.0762 0.0 -0.2 -0.5 0.114
H -6.0087 1.9263 2.9804 -0.8 -0.1 -0.2 0.024
H -4.8988 1.9731 3.9830 0.1 0.0 0.2 0.030
O -5.0798 2.1012 3.0513 0.7 0.1 0.0 -0.053
H 3.2660 -2.2259 -2.3524 0.2 0.2 -0.1 0.059
H 3.3142 -3.6218 -1.8057 -0.3 -0.2 0.0 0.071
O 2.7037 -2.8859 -1.9391 0.2 0.1 0.1 -0.048
H 0.4993 2.7404 2.1073 0.2 -1.2 -0.2 0.100
H -0.2645 1.4777 2.4856 -0.2 -0.2 0.2 0.065
O 0.4785 1.7611 1.9472 0.0 1.3 0.0 -0.056
```
Positions in Å, forces in eV/Å.

As for the net charge: +1. For the energy above the lowest of the compared OMol25 structures with the same formula, charge and spin, the calculation gives 23.0 kJ/mol. Its molecular weight is 114.125 g mol⁻¹. The total energy is -11839.9038 eV.



# 5
ORCA calculation (wB97M-V/def2-TZVPD) on a 2-piece molecular cluster, CH12N4P2Si overall at a distorted geometry.

XYZ file:
```
20
Properties=species:S:1:pos:R:3:forces:R:3:lowdin_charge:R:1
C 0.7394 -1.5637 0.6572 1.7 2.1 -1.8 -0.655
N 0.1330 1.8310 0.2521 1.3 1.4 0.6 -0.236
N 1.6977 -0.3402 -1.5955 -2.6 -0.6 -0.7 -0.294
N 0.3245 -2.7764 -1.6407 -2.2 -3.5 -1.7 -0.294
N -1.2093 -0.7606 -0.9210 -2.6 0.4 -1.5 -0.298
Si -0.5261 2.0053 1.8130 -1.6 0.9 -2.3 0.496
P 1.8280 -0.3229 0.0497 -0.9 -2.6 1.6 0.803
P -0.5854 -2.3474 -0.2597 -0.3 1.8 0.8 0.660
H 0.9015 -1.6931 1.6902 -0.1 -0.4 1.2 -0.068
H -0.1763 1.1407 -0.3407 -1.3 -1.8 -1.5 -0.099
H 0.9750 2.1627 -0.1543 0.7 0.8 0.3 -0.009
H 1.9783 0.5485 -1.9971 -0.2 -0.3 -0.4 0.016
H 0.7330 -0.8007 -1.9444 2.8 1.5 0.5 0.056
H 1.2763 -3.0520 -1.4183 -0.1 0.1 0.0 0.018
H -0.2198 -3.6909 -2.0144 2.0 2.7 0.7 0.081
H -1.9446 -0.8639 -1.7445 2.0 -0.1 2.2 0.071
H -1.7094 -0.0985 -0.2573 0.8 -1.6 -0.6 0.010
H -1.9311 1.6941 1.3312 0.0 0.5 0.7 -0.066
H -0.2274 3.4149 2.1349 -0.1 -0.2 0.6 -0.073
H -0.3747 0.9958 2.7687 0.8 -1.0 1.5 -0.119
```
Positions in Å, forces in eV/Å.

As for the net charge: 0. For the energy above the lowest of the compared OMol25 structures with the same formula, charge and spin, the calculation gives 103.4 kJ/mol. Its molecular weight is 170.169 g mol⁻¹. The total energy is -33645.8989 eV. As for the SMILES: N/P=C\P(N)N.N[SiH3].



# 6
ORCA calculation (wB97M-V/def2-TZVPD) on a 4-piece molecular cluster, CH12NO3 overall.

XYZ file:
```
17
Properties=species:S:1:pos:R:3:forces:R:3:lowdin_charge:R:1
C 1.6859 -0.4308 0.3932 0.1 -0.1 -0.4 -0.169
N 0.2795 -0.1030 0.0387 0.4 0.5 0.0 0.071
H 2.2111 -0.7662 -0.4999 -0.1 -0.1 0.0 0.071
H 1.6744 -1.2327 1.1240 0.1 0.1 0.2 0.068
H 2.1858 0.4633 0.7568 -0.1 0.0 0.2 0.076
H 0.2464 0.5064 -0.7956 -0.2 -0.2 0.0 0.094
H -0.2658 -0.9744 -0.1245 0.0 0.1 -0.1 0.066
H -0.1357 0.4444 0.8098 -0.3 -0.1 0.1 0.073
H -0.8355 1.8949 2.9213 0.0 -0.1 -0.1 0.034
H -1.9697 1.2230 2.1097 0.0 0.0 0.0 0.023
O -1.0053 1.3132 2.1658 0.0 0.0 0.1 -0.160
H -0.4150 -3.3819 0.0091 0.0 0.2 0.1 0.023
H -1.3507 -2.9597 -1.1263 0.0 0.3 0.0 0.031
O -0.8981 -2.6105 -0.3382 0.0 -0.4 -0.1 -0.187
H -1.2441 2.1364 -2.3446 0.0 -0.1 0.1 0.020
H 0.1386 2.5327 -2.8630 0.1 0.0 0.0 0.026
O -0.3018 1.9450 -2.2362 0.0 0.0 0.0 -0.158
```
Positions in Å, forces in eV/Å.

As for the net charge: 0. For the energy above the lowest of the compared OMol25 structures with the same formula, charge and spin, the calculation gives 0.0 kJ/mol. Its molecular weight is 86.111 g mol⁻¹. The total energy is -8861.4101 eV. Its expectation value of S² is 0.750. Its spin multiplicity is 2.



Copy entry 3 word for word.
ORCA calculation (wB97M-V/def2-TZVPD) on CH12N2O5 as an isolated structure at a distorted geometry.

XYZ file:
```
20
Properties=species:S:1:pos:R:3:forces:R:3:lowdin_charge:R:1
N -0.5212 0.6169 -2.6546 -0.6 -1.3 -0.6 0.143
C -0.3398 0.2577 -1.2084 -0.2 4.6 -1.5 -0.562
N 1.0365 0.2911 -0.9191 -1.3 -1.2 2.0 0.259
O -1.1873 0.9852 -0.5191 0.6 -1.8 -1.0 0.100
H -0.3834 -0.1751 -3.2748 0.0 0.1 0.0 0.090
H 0.0727 1.3811 -2.9525 0.3 -0.1 0.4 0.089
H -0.6227 -0.8474 -1.1393 0.2 -2.0 0.5 0.210
H 1.1577 0.5811 0.0658 0.6 0.3 -0.2 0.090
H 0.5862 -3.2845 -0.3222 -0.1 0.1 -0.1 0.009
H 1.3869 -0.6688 -0.9893 0.6 -0.3 -0.3 0.092
O 0.5468 -2.3168 -0.3298 -0.3 1.1 -1.0 -0.197
H -1.2249 -1.4470 2.0579 0.1 0.1 0.0 0.039
H -0.6445 -1.6965 0.6410 -0.2 0.0 0.7 -0.040
O -1.3540 -1.2157 1.1347 -0.1 -0.2 -0.1 -0.092
H 2.2172 0.3207 2.5676 0.4 -0.2 0.2 0.026
H 0.8578 0.6420 2.0313 -0.1 -0.5 0.3 -0.028
O 1.4110 -0.1313 2.3140 0.0 0.4 -0.2 -0.098
H -0.6151 1.4481 0.4227 0.6 0.9 2.2 -0.009
H -0.1108 2.6991 1.6512 -0.1 -0.4 -0.3 0.051
O 0.1168 1.8547 1.2382 -0.4 0.3 -0.8 -0.168
```
Positions in Å, forces in eV/Å.

As for the net charge: 0. For the energy above the lowest of the compared OMol25 structures with the same formula, charge and spin, the calculation gives 805.8 kJ/mol. Its molecular weight is 132.116 g mol⁻¹. The total energy is -14442.5485 eV.